Entry 1:
Entry from the Open Molecules 2025 dataset: a cluster of 7 separate species, H13O7 in total (ωB97M-V with the def2-TZVPD basis set).

Computed properties:
Net charge: -1
Energy above the lowest of the compared OMol25 structures with the same formula, charge and spin: 36.3 kcal/mol
LUMO: 3.06 eV

Structure (XYZ):
```
20
Properties=species:S:1:pos:R:3:lowdin_charge:R:1
O -0.21 0.08 1.28 -0.39
H -1.14 0.21 1.60 0.01
O -1.32 -5.02 2.35 -0.12
H -1.54 -5.09 1.37 0.06
H -0.57 -4.39 2.43 0.01
O 0.43 -2.27 2.28 -0.14
H 1.33 -2.34 1.93 0.02
H 0.13 -1.37 1.91 -0.02
O -0.06 1.05 -1.06 -0.16
H 0.02 0.64 -0.14 -0.03
H -0.90 0.77 -1.52 0.07
O 1.40 1.53 2.87 -0.23
H 0.81 0.82 2.41 -0.02
H 1.97 1.63 1.96 0.08
O 1.05 -0.35 -3.00 -0.07
H 1.91 -0.62 -2.84 -0.03
H 0.89 0.19 -2.21 -0.03
O -1.31 5.09 -3.96 -0.06
H -2.16 4.89 -4.28 0.00
H -0.74 4.53 -3.39 0.06
```

***

Entry 2:
Entry from the Open Molecules 2025 dataset: a cluster of 2 separate species, C7H16BN4O6S in total (ωB97M-V with the def2-TZVPD basis set).

Computed properties:
Net charge: +1
LUMO: -3.94 eV

Structure (XYZ):
```
35
Properties=species:S:1:pos:R:3:lowdin_charge:R:1
O -0.58 -3.72 0.84 -0.29
S 0.16 -2.78 0.07 0.72
O 1.57 -2.89 -0.08 -0.28
C -0.16 -1.16 0.80 -0.10
C -1.39 -0.52 0.30 -0.19
N -1.49 0.41 -0.65 -0.12
O -0.45 0.96 -1.31 0.13
N -2.73 0.82 -0.87 0.21
C -3.44 0.12 -0.04 -0.04
N -2.65 -0.73 0.68 0.02
C -3.07 -1.74 1.68 0.05
B -3.26 -3.18 0.99 -0.66
O -3.22 -3.28 -0.39 0.16
O -3.39 -4.27 1.76 0.21
H -0.41 -2.69 -1.16 0.10
H -0.24 -1.31 1.88 0.13
H 0.70 -0.52 0.61 0.13
H -0.27 0.38 -2.08 0.16
H -4.50 0.17 0.08 0.16
H -3.95 -1.35 2.19 0.14
H -2.28 -1.79 2.43 0.13
H -3.77 -2.65 -0.86 0.11
H -2.86 -5.00 1.41 0.13
C 3.26 3.17 0.78 -0.35
O 2.16 3.26 1.29 0.00
N 3.48 3.07 -0.54 -0.20
C 4.80 2.92 -1.11 -0.05
C 2.31 3.12 -1.41 -0.04
H 4.19 3.13 1.38 0.14
H 5.03 3.75 -1.78 0.09
H 4.87 1.99 -1.68 0.09
H 5.54 2.90 -0.32 0.09
H 1.79 4.07 -1.28 0.10
H 1.62 2.33 -1.14 0.06
H 2.62 3.01 -2.45 0.09
```

***

Entry 3:
Entry from the Open Molecules 2025 dataset: a structure of composition C4H8O2 (ωB97M-V with the def2-TZVPD basis set).

Computed properties:
Net charge: 0
Energy above the lowest of the compared OMol25 structures with the same formula, charge and spin: 116.1 kcal/mol
LUMO: 0.85 eV

Structure (XYZ):
```
14
Properties=species:S:1:pos:R:3:lowdin_charge:R:1
C -0.69 -0.86 -0.34 -0.06
C -0.52 0.35 -1.24 -0.23
O 0.74 0.95 -1.01 -0.12
C 1.19 0.68 0.30 -0.16
C 0.07 0.10 1.13 -0.38
O 0.36 -0.75 2.11 -0.12
H -0.20 -1.14 0.94 0.14
H -0.10 -1.71 -0.71 0.12
H -1.74 -1.14 -0.20 0.12
H -0.56 0.08 -2.30 0.13
H -1.33 1.07 -1.04 0.12
H 1.54 1.61 0.77 0.14
H 2.02 -0.04 0.30 0.14
H -0.79 0.78 1.27 0.16
```

***

Entry 4:
Entry from the Open Molecules 2025 dataset: a structure of composition C16H26B2IrN6O2 (ωB97M-V with the def2-TZVPD basis set).

Computed properties:
Multiplicity: 6
Net charge: +2
⟨S²⟩: 8.771
LUMO (spin up / spin down): -6.15 / -10.84 eV

Structure (XYZ):
```
53
Properties=species:S:1:pos:R:3:lowdin_charge:R:1
H 0.04 3.05 0.17 0.13
N 0.37 1.77 -1.49 -0.20
B 0.85 0.87 -3.86 -0.51
N 0.67 1.98 -2.82 0.00
C 0.82 3.29 -3.03 0.02
Ir 0.24 0.06 -0.59 1.64
H 1.10 3.61 -4.02 0.15
C 0.58 3.97 -1.84 0.03
H 0.63 5.02 -1.69 0.12
C 0.28 3.00 -0.88 -0.03
H 1.35 1.27 -4.87 0.14
C -2.06 -2.81 0.83 -0.04
H -2.39 -3.08 1.84 0.04
H -1.06 -3.20 0.66 0.03
H -2.74 -3.26 0.09 0.03
N -0.55 0.32 -4.18 0.03
N 1.65 -0.25 -3.19 -0.01
N -1.29 -0.18 -3.11 0.13
N 1.51 -0.68 -1.90 -0.20
C -1.22 0.23 -5.34 0.06
C 2.66 -0.91 -3.77 0.00
H -0.74 0.58 -6.24 0.16
H 2.90 -0.64 -4.79 0.15
C -2.47 -0.34 -5.06 0.13
C 3.19 -1.80 -2.85 0.01
C -2.45 -0.58 -3.66 -0.02
C 2.45 -1.65 -1.67 -0.04
H -3.25 -0.54 -5.78 0.15
H 4.03 -2.45 -3.02 0.12
H -3.25 -1.03 -3.08 0.14
H 2.53 -2.12 -0.71 0.13
H -2.08 -1.71 0.70 -0.01
C 1.80 0.00 3.46 0.00
C 0.42 -0.64 3.39 -0.51
C 0.36 -1.69 4.47 0.01
O 0.26 -1.22 2.11 0.04
B -0.17 -0.12 1.33 -0.78
O -0.82 0.87 2.10 0.06
C -0.73 0.42 3.45 -0.50
C -2.06 -0.19 3.87 0.00
C -0.47 1.58 4.38 0.00
H 2.55 -0.79 3.29 0.10
H 1.97 0.43 4.45 0.10
H 1.95 0.79 2.71 0.10
H 1.18 -2.39 4.34 0.10
H 0.48 -1.18 5.43 0.11
H -0.58 -2.25 4.49 0.09
H -1.98 -0.51 4.92 0.10
H -2.85 0.57 3.83 0.11
H -2.37 -1.05 3.27 0.09
H 0.42 2.13 4.11 0.09
H -1.33 2.25 4.38 0.10
H -0.36 1.18 5.39 0.11
```